Record 1
ORCA calculation (the ωB97M-V functional and the def2-TZVPD basis) on C20H41BaNO10 as an isolated structure.

Calculated values
Strongest force on any atom ... 9.4 eV/A
HOMO-LUMO gap ... 5.589 eV
Molar mass ... 592.87 u
LUMO energy ... -0.4 eV
E_HOMO ... -0.21927 hartree
E_tot ... -44059.542 eV

Last column: Löwdin charge in e.
Cartesian coordinates (Å):
Ba -0.20 0.61 -0.23  2.085
C -4.81 2.06 -0.14  0.000
C -4.59 0.72 0.33  -0.436
C -3.29 0.08 -0.25  -0.396
O -2.64 -0.68 0.47  -0.133
C -2.82 0.41 -1.57  -0.127
C -3.04 1.81 -2.02  -0.448
C -3.83 2.68 -1.01  -0.425
O -3.77 3.91 -1.06  -0.004
O -2.51 2.24 -2.99  0.064
O -5.20 0.22 1.24  0.029
H -5.85 2.41 -0.03  0.112
H -2.57 -0.27 -2.38  0.100
C 3.12 -4.65 -1.78  -0.109
O 3.37 -3.85 -0.64  -0.189
C 2.43 -2.79 -0.44  -0.182
C 3.25 -1.45 -0.57  -0.172
N 2.56 -0.29 -0.01  -0.169
C 3.22 0.94 -0.46  -0.187
C 2.91 1.92 0.63  -0.407
O 1.73 2.27 0.84  -0.275
C 1.41 2.85 2.10  -0.011
H 3.65 -5.65 -1.79  0.104
H 3.50 -4.13 -2.67  0.082
H 2.03 -4.87 -1.90  0.087
H 2.06 -2.94 0.50  0.070
H 1.56 -2.70 -1.17  0.112
H 3.37 -1.18 -1.59  0.096
H 4.25 -1.61 0.02  0.163
H 2.73 -0.34 1.02  0.120
H 2.71 1.28 -1.38  0.096
H 4.28 0.81 -0.72  0.142
H 3.58 2.76 0.44  0.141
H 3.30 1.48 1.58  0.147
H 2.19 3.57 2.39  0.116
H 1.30 2.10 2.82  0.059
H 0.47 3.43 2.00  0.098
C -2.24 4.64 2.15  -0.059
C -2.20 3.19 2.00  -0.353
O -1.57 2.87 0.82  -0.201
H -2.90 4.95 2.97  0.091
H -2.58 5.04 1.19  0.092
H -1.33 5.11 2.40  0.056
H -3.17 2.73 1.95  0.114
H -1.68 2.71 2.79  0.093
H -2.11 3.15 0.05  0.068
C -0.62 -4.39 0.33  -0.096
C -0.97 -3.54 -0.77  -0.341
O -0.77 -2.19 -0.40  -0.233
H -1.14 -4.13 1.26  0.093
H 0.47 -4.38 0.52  0.075
H -0.92 -5.39 -0.02  0.096
H -2.05 -3.63 -0.99  0.135
H -0.42 -3.77 -1.73  0.130
H -1.62 -2.01 0.03  0.025
C 1.65 1.03 -3.92  -0.078
C 0.52 0.24 -3.61  -0.343
O 0.68 -0.55 -2.47  -0.254
H 1.66 1.46 -4.87  0.077
H 2.59 0.49 -3.76  0.098
H 1.74 1.87 -3.24  0.085
H 0.29 -0.54 -4.30  0.125
H -0.41 0.84 -3.44  0.125
H 1.43 -1.12 -2.57  0.063
C -0.02 -1.72 3.06  -0.088
C 0.00 -0.31 3.38  -0.279
O -0.77 0.38 2.37  -0.274
H 0.32 -2.23 3.92  0.077
H 0.54 -2.08 2.20  0.069
H -1.03 -2.10 2.93  0.097
H 1.04 0.08 3.37  0.118
H -0.50 -0.11 4.30  0.121
H -1.73 0.29 2.57  0.118

Record 2
ORCA calculation (the ωB97M-V functional and the def2-TZVPD basis) on an isolated molecule of C5H9N3.

Calculated values
Strongest force on any atom ... 0.6 eV/A
HOMO-LUMO gap (alpha / beta) ... 9.716 / 9.717 eV
SMILES string ... C#C[C@@H](C)N=C(N)N
Molar mass ... 111.15 u
LUMO energy (alpha / beta) ... 0.9 / 0.9 eV
E_HOMO (alpha / beta) ... -0.32406 / -0.32413 hartree
E_tot ... -9799.766 eV

Last column: natural (NBO) charge in e.
Cartesian coordinates (Å):
C -2.56 0.60 -0.11  -0.270
C -1.40 0.75 -0.33  -0.001
C 0.04 0.91 -0.51  -0.161
C 0.45 2.35 -0.22  -0.576
N 0.78 0.04 0.39  -0.566
C 0.70 -1.22 0.31  0.592
N -0.05 -1.95 -0.58  -0.839
N 1.53 -1.97 1.12  -0.816
H -3.59 0.44 0.06  0.233
H 0.29 0.67 -1.56  0.205
H -0.09 3.04 -0.87  0.205
H 0.24 2.59 0.81  0.216
H 1.52 2.47 -0.39  0.216
H -0.86 -1.49 -0.98  0.406
H -0.17 -2.94 -0.40  0.384
H 1.17 -2.86 1.45  0.371
H 1.99 -1.42 1.83  0.401

Record 3
ORCA calculation (the ωB97M-V functional and the def2-TZVPD basis) on a 14-piece molecular cluster, C48H132N10O18 overall.

Calculated values
Strongest force on any atom ... 5.6 eV/A
HOMO-LUMO gap ... 2.121 eV
Molar mass ... 1137.64 u
LUMO energy ... -12.6 eV
E_HOMO ... -0.54000 hartree
Net charge ... +6
E_tot ... -103604.426 eV

Last column: Löwdin charge in e.
Cartesian coordinates (Å):
C 5.30 2.33 0.86  -0.033
C 4.79 3.75 0.67  -0.280
C 5.73 4.73 -0.01  -0.151
O 7.07 4.42 0.51  -0.169
C 7.98 5.36 -0.06  -0.089
N 3.47 3.54 -0.07  0.221
H 2.69 3.23 0.50  0.083
H 3.20 4.40 -0.51  0.143
H 3.54 2.95 -0.88  0.086
H 4.57 1.87 1.53  0.053
H 6.17 2.44 1.51  0.089
H 5.42 1.66 0.01  0.099
H 4.48 4.09 1.65  0.137
H 5.44 5.70 0.40  0.129
H 5.55 4.75 -1.08  0.131
H 7.73 6.41 0.10  0.099
H 8.16 5.19 -1.12  0.092
H 8.95 5.04 0.30  0.101
C -3.25 -2.61 -3.85  -0.044
C -4.66 -3.16 -3.79  -0.287
C -4.69 -4.60 -3.23  -0.167
O -5.88 -5.36 -3.46  -0.173
C -6.09 -5.81 -4.77  -0.070
N -5.59 -2.23 -3.02  0.248
H -6.55 -2.47 -3.18  0.177
H -5.36 -2.33 -2.04  0.154
H -5.46 -1.29 -3.38  0.138
H -3.17 -1.56 -4.09  0.085
H -2.69 -3.05 -4.67  0.087
H -2.54 -2.75 -3.04  0.089
H -5.13 -3.16 -4.78  0.155
H -4.50 -4.61 -2.16  0.136
H -3.83 -5.12 -3.65  0.138
H -6.90 -6.54 -4.84  0.117
H -5.18 -6.26 -5.17  0.101
H -6.36 -4.92 -5.35  0.084
C 0.58 5.13 1.67  0.008
C -0.46 4.99 2.88  -0.208
C -1.30 3.70 2.72  -0.162
O -2.12 3.37 3.84  -0.225
C -3.29 4.14 3.97  -0.084
N 0.32 4.86 4.20  0.250
H 0.92 4.05 4.19  0.106
H 0.83 5.70 4.43  0.178
H -0.28 4.76 5.00  0.158
H 0.83 4.14 1.31  0.045
H 1.48 5.69 1.90  0.096
H 0.00 5.61 0.88  0.075
H -1.10 5.85 3.05  0.151
H -0.67 2.81 2.57  0.119
H -1.84 3.77 1.77  0.108
H -3.81 3.91 4.89  0.096
H -3.99 3.97 3.15  0.086
H -3.08 5.21 4.02  0.100
C -1.51 0.30 -1.72  -0.050
C -0.64 0.19 -0.50  -0.302
C 0.13 -1.17 -0.48  -0.203
O 0.90 -1.09 0.66  -0.189
C 1.62 -2.36 0.78  -0.047
N 0.31 1.32 -0.52  0.233
H -0.28 2.11 -0.75  0.087
H 0.89 1.41 0.30  0.113
H 0.97 1.22 -1.27  0.083
H -2.01 1.26 -1.81  0.063
H -2.34 -0.40 -1.64  0.058
H -1.04 0.06 -2.67  0.092
H -1.22 0.51 0.37  0.107
H 0.63 -1.51 -1.38  0.134
H -0.67 -1.87 -0.25  0.112
H 2.23 -2.26 1.68  0.080
H 2.28 -2.53 -0.07  0.105
H 1.04 -3.27 0.97  0.068
C -3.81 0.96 1.08  -0.028
C -5.17 1.27 0.49  -0.237
C -5.20 1.30 -1.09  -0.156
O -6.37 2.03 -1.53  -0.146
C -7.25 1.14 -2.15  -0.106
N -6.19 0.20 0.99  0.253
H -6.19 0.22 2.00  0.169
H -7.10 0.59 0.79  0.161
H -6.10 -0.74 0.64  0.163
H -3.55 -0.09 0.96  0.086
H -3.87 1.22 2.14  0.075
H -3.06 1.65 0.70  0.077
H -5.59 2.22 0.83  0.154
H -4.94 0.38 -1.61  0.097
H -4.48 1.96 -1.59  0.132
H -7.60 0.37 -1.46  0.077
H -6.79 0.72 -3.04  0.080
H -8.17 1.60 -2.53  0.118
C 5.45 -0.79 2.56  -0.009
C 5.88 0.00 3.86  -0.239
C 5.14 -0.30 5.17  -0.202
O 5.64 0.40 6.24  -0.160
C 4.91 0.27 7.40  -0.112
N 7.37 -0.19 4.14  0.247
H 8.02 -0.18 3.36  0.176
H 7.79 0.45 4.81  0.169
H 7.51 -1.11 4.53  0.171
H 5.84 -0.43 1.61  0.080
H 4.37 -0.81 2.47  0.076
H 5.82 -1.81 2.51  0.079
H 5.83 1.06 3.62  0.132
H 5.33 -1.33 5.45  0.148
H 4.07 -0.11 5.07  0.113
H 3.85 0.52 7.28  0.074
H 5.42 0.89 8.14  0.117
H 4.69 -0.72 7.78  0.098
C -1.05 -1.46 -8.75  -0.047
C 0.21 -1.83 -8.10  -0.311
C 0.08 -1.98 -6.59  -0.136
O 1.33 -2.45 -5.98  -0.171
C 1.22 -2.63 -4.59  -0.117
N 0.52 -3.16 -8.77  0.238
H 1.34 -3.51 -8.28  0.169
H -0.17 -3.89 -8.72  0.173
H 0.66 -2.95 -9.75  0.178
H -1.49 -0.56 -8.32  0.105
H -1.78 -2.27 -8.62  0.102
H -0.95 -1.25 -9.81  0.115
H 1.05 -1.26 -8.48  0.177
H -0.73 -2.63 -6.26  0.119
H -0.09 -0.97 -6.22  0.136
H 2.20 -2.84 -4.16  0.105
H 0.60 -3.49 -4.35  0.088
H 0.98 -1.75 -3.98  0.071
C -3.36 -8.04 3.59  -0.025
C -2.53 -8.15 2.28  -0.258
C -1.43 -7.07 1.98  -0.152
O -1.04 -7.33 0.65  -0.207
C 0.17 -6.83 0.25  -0.104
N -1.91 -9.54 2.17  0.250
H -2.60 -10.27 2.14  0.178
H -1.42 -9.59 1.29  0.160
H -1.19 -9.77 2.85  0.180
H -4.03 -8.88 3.76  0.095
H -3.90 -7.09 3.58  0.088
H -2.70 -8.09 4.46  0.090
H -3.29 -8.13 1.50  0.148
H -0.54 -7.20 2.59  0.136
H -1.75 -6.03 2.07  0.129
H 0.28 -7.16 -0.79  0.104
H 1.02 -7.25 0.79  0.101
H 0.26 -5.75 0.25  0.078
C -2.15 1.33 6.71  -0.007
C -2.59 0.08 5.84  -0.236
C -2.34 0.29 4.32  -0.180
O -2.50 -0.95 3.66  -0.192
C -1.54 -1.25 2.62  -0.066
N -1.85 -1.09 6.44  0.236
H -0.86 -0.87 6.39  0.164
H -1.83 -1.13 7.45  0.180
H -1.98 -1.96 5.95  0.170
H -1.10 1.63 6.73  0.088
H -2.45 1.24 7.75  0.098
H -2.67 2.25 6.45  0.077
H -3.63 -0.21 5.96  0.158
H -1.30 0.60 4.20  0.108
H -2.97 1.13 4.02  0.103
H -2.01 -1.86 1.85  0.089
H -0.68 -1.76 3.05  0.100
H -1.14 -0.33 2.19  0.067
C -0.64 3.41 -4.08  -0.020
C 0.65 4.26 -3.98  -0.251
C 1.42 4.80 -5.27  -0.125
O 2.70 5.44 -5.09  -0.171
C 3.70 4.71 -4.45  -0.085
N 0.41 5.47 -3.06  0.235
H 1.17 6.08 -2.80  0.168
H -0.32 6.01 -3.49  0.162
H -0.07 5.15 -2.23  0.090
H -0.55 2.50 -4.68  0.079
H -1.52 3.84 -4.55  0.094
H -0.83 2.98 -3.10  0.044
H 1.37 3.68 -3.41  0.106
H 0.79 5.38 -5.94  0.139
H 1.68 3.89 -5.82  0.124
H 3.35 4.55 -3.43  0.059
H 4.63 5.28 -4.54  0.114
H 3.90 3.74 -4.92  0.092
C -3.76 4.58 -0.42  0.001
C -2.28 4.57 -0.84  -0.706
O -1.79 5.66 -1.24  -0.040
O -1.61 3.51 -0.74  -0.112
H -3.98 5.40 0.25  0.089
H -4.09 3.73 0.18  0.028
H -4.44 4.73 -1.26  0.095
C 3.22 -5.37 2.66  -0.066
C 4.52 -5.02 2.05  -0.759
O 5.54 -5.85 2.17  -0.111
O 4.60 -3.91 1.47  -0.113
H 3.13 -5.30 3.75  0.072
H 3.21 -6.39 2.29  0.067
H 2.39 -4.84 2.18  0.023
C 1.67 1.33 4.24  -0.014
C 2.31 2.26 3.19  -0.682
O 2.04 2.10 1.97  -0.098
O 2.93 3.33 3.60  -0.075
H 1.48 0.34 3.84  0.071
H 0.69 1.67 4.57  0.037
H 2.29 1.37 5.14  0.069
C 3.59 0.68 -4.42  -0.014
C 3.10 1.29 -3.15  -0.741
O 1.88 1.15 -2.82  -0.109
O 3.96 1.80 -2.41  -0.025
H 4.50 1.15 -4.81  0.087
H 2.81 0.75 -5.18  0.066
H 3.77 -0.39 -4.34  0.082

Record 4
ORCA calculation (the ωB97M-V functional and the def2-TZVPD basis) on a 2-piece molecular cluster, C3H10N2 overall.

Calculated values
Strongest force on any atom ... 1.2 eV/A
HOMO-LUMO gap ... 9.610 eV
SMILES string ... C=NC.CN
Molar mass ... 74.13 u
LUMO energy ... 1.1 eV
E_HOMO ... -0.31364 hartree
E_tot ... -6251.988 eV

Last column: natural (NBO) charge in e.
Cartesian coordinates (Å):
C 0.40 -0.04 -1.99  -0.060
N 1.01 0.24 -0.93  -0.383
C 2.47 0.21 -0.99  -0.444
H -0.69 -0.03 -2.00  0.165
H 0.83 -0.47 -2.90  0.138
H 2.83 1.22 -1.12  0.209
H 2.85 -0.20 -0.06  0.206
H 2.85 -0.39 -1.83  0.171
C -1.28 -0.17 1.43  -0.407
N -2.45 0.23 2.19  -0.867
H -0.42 -0.24 2.11  0.181
H -1.40 -1.17 1.01  0.161
H -1.04 0.51 0.63  0.209
H -3.12 0.79 1.70  0.362
H -2.83 -0.50 2.76  0.358

Record 5
ORCA calculation (the ωB97M-V functional and the def2-TZVPD basis) on an isolated molecule of C8H16Si3.

Calculated values
Strongest force on any atom ... 5.0 eV/A
2S+1 ... 3
HOMO-LUMO gap (alpha / beta) ... 5.802 / 6.360 eV
Molar mass ... 196.47 u
LUMO energy (alpha / beta) ... 0.7 / -2.8 eV
E_HOMO (alpha / beta) ... -0.18845 / -0.33730 hartree
<S²> ... 2.045
E_tot ... -32182.689 eV

Last column: Mulliken spin population.
Cartesian coordinates (Å):
C -3.75 0.19 1.79  0.441
C -3.72 -0.34 0.52  -0.067
C -2.56 0.57 2.39  0.559
C -2.52 -0.74 -0.04  0.575
C -1.32 0.37 1.70  -0.075
C -1.26 -0.30 0.48  0.398
C 1.11 2.24 -2.00  0.001
C 3.32 0.15 -1.90  0.004
Si 1.38 -2.25 1.20  0.016
Si 0.33 -0.87 -0.37  0.019
Si 1.81 0.85 -0.92  0.003
H -4.69 0.64 2.08  0.018
H -4.66 -0.61 0.06  0.013
H -2.57 0.88 3.38  0.037
H -2.51 -1.33 -0.91  0.048
H -0.37 0.69 2.11  -0.006
H 1.71 2.44 -2.92  0.000
H 0.04 2.10 -2.22  0.004
H 1.31 3.16 -1.43  0.000
H 4.20 -0.01 -1.21  0.000
H 3.18 -0.85 -2.43  0.000
H 3.62 0.79 -2.63  0.000
H 1.02 -3.65 1.54  0.002
H 2.00 -1.62 2.48  0.002
H 2.76 -2.54 0.50  0.007
H 0.01 -1.61 -1.64  -0.001
H 2.13 1.67 0.39  0.003

Record 6
ORCA calculation (the ωB97M-V functional and the def2-TZVPD basis) on a 6-piece molecular cluster, C26H40F16O10S4 overall.

Calculated values
Strongest force on any atom ... 2.0 eV/A
HOMO-LUMO gap ... 9.982 eV
SMILES string ... FC(F)C(F)(F)COC(F)(F)C(F)F.FC(F)C(F)(F)COC(F)(F)C(F)F.O=S1(=O)CCCC1.O=S1(=O)CCCC1.O=S1(=O)CCCC1.O=S1(=O)CCCC1
Molar mass ... 944.83 u
LUMO energy ... 0.0 eV
E_HOMO ... -0.36808 hartree
E_tot ... -134905.078 eV

Last column: Löwdin charge in e.
Cartesian coordinates (Å):
F 2.90 -2.32 -0.70  0.085
C 2.69 -2.62 -2.00  -0.283
F 2.64 -3.98 -2.11  0.099
C 1.33 -2.05 -2.40  -0.433
F 1.42 -0.69 -2.35  0.101
F 0.46 -2.45 -1.44  0.121
C 0.78 -2.35 -3.78  -0.038
O 0.56 -3.75 -3.89  0.039
C -0.08 -4.14 -5.01  -0.572
F -1.23 -3.47 -5.19  0.157
F 0.70 -3.91 -6.10  0.150
C -0.41 -5.62 -4.86  -0.295
F -0.90 -6.05 -6.05  0.094
F 0.65 -6.35 -4.51  0.131
H 3.53 -2.29 -2.62  0.178
H 1.48 -1.93 -4.51  0.159
H -0.17 -1.82 -3.87  0.145
H -1.21 -5.73 -4.12  0.163
F -1.98 4.81 5.77  0.122
C -1.33 3.64 5.75  -0.288
F -0.01 3.90 5.45  0.066
C -1.37 3.00 7.13  -0.459
F -2.67 2.80 7.47  0.131
F -0.82 3.85 8.03  0.141
C -0.64 1.69 7.22  -0.051
O -1.34 0.70 6.50  0.022
C -1.58 -0.52 7.05  -0.555
F -0.56 -1.34 6.71  0.153
F -1.64 -0.46 8.40  0.143
C -2.93 -1.01 6.54  -0.296
F -2.94 -1.01 5.20  0.123
F -3.13 -2.27 6.99  0.102
H -1.70 2.98 4.97  0.163
H -0.54 1.38 8.27  0.150
H 0.41 1.68 6.91  0.149
H -3.71 -0.38 6.97  0.179
O -2.11 0.66 -4.00  -0.332
S -2.22 2.07 -3.72  0.673
O -3.49 2.75 -3.79  -0.324
C -1.52 2.53 -2.10  -0.205
C -0.22 3.23 -2.44  -0.245
C -0.35 3.98 -3.75  -0.211
C -1.04 3.01 -4.71  -0.222
H -1.38 1.65 -1.46  0.080
H -2.27 3.18 -1.66  0.105
H 0.08 3.87 -1.60  0.117
H 0.58 2.47 -2.43  0.101
H 0.61 4.33 -4.12  0.110
H -0.97 4.88 -3.65  0.121
H -0.29 2.29 -5.06  0.104
H -1.61 3.41 -5.54  0.104
O -5.45 -1.42 -1.05  -0.320
S -4.93 -2.73 -0.76  0.674
O -5.72 -3.74 -0.10  -0.331
C -4.25 -3.46 -2.29  -0.202
C -2.78 -3.83 -2.04  -0.205
C -2.56 -3.78 -0.53  -0.222
C -3.33 -2.59 0.04  -0.225
H -4.37 -2.57 -2.93  0.096
H -4.89 -4.17 -2.80  0.105
H -2.66 -4.86 -2.37  0.102
H -2.12 -3.21 -2.66  0.094
H -1.52 -3.82 -0.20  0.107
H -3.07 -4.67 -0.16  0.118
H -2.93 -1.67 -0.41  0.095
H -3.33 -2.53 1.12  0.111
O 0.77 1.28 0.12  -0.328
S 0.10 0.54 1.16  0.682
O -1.22 -0.01 0.97  -0.310
C 1.25 -0.73 1.76  -0.213
C 2.03 -0.10 2.89  -0.195
C 1.04 0.80 3.64  -0.229
C 0.15 1.56 2.67  -0.201
H 1.83 -1.06 0.90  0.077
H 0.68 -1.64 1.99  0.114
H 2.34 -0.81 3.65  0.121
H 2.86 0.47 2.47  0.111
H 1.59 1.50 4.28  0.115
H 0.45 0.28 4.40  0.104
H 0.65 2.47 2.33  0.105
H -0.86 1.65 3.05  0.094
O 6.73 3.42 -2.93  -0.316
S 5.62 2.53 -2.78  0.662
O 5.29 1.58 -3.82  -0.324
C 5.67 1.65 -1.22  -0.229
C 4.23 1.61 -0.76  -0.223
C 3.66 3.02 -1.01  -0.207
C 4.10 3.44 -2.39  -0.220
H 6.31 2.20 -0.53  0.109
H 6.17 0.71 -1.46  0.106
H 3.66 0.89 -1.36  0.109
H 4.11 1.11 0.20  0.107
H 3.93 3.71 -0.21  0.121
H 2.57 2.96 -0.96  0.086
H 4.32 4.50 -2.51  0.104
H 3.39 3.24 -3.20  0.098